Entry 1:
Below is a 12-piece molecular cluster, C36H72O12 overall in a non-equilibrium geometry, with properties calculated with the ωB97M-V functional and the def2-TZVPD basis.

Max |F| = 14.96 eV/Å
LUMO = 0.02 eV
E_HOMO = -9.02 eV
Structure (SMILES) = CC(C)=O.CC(C)=O.CC(C)=O.CC(C)=O.CC(C)=O.CC(C)=O.CC(C)=O.CC(C)=O.CC(C)=O.CC(C)=O.CC(C)=O.CC(C)=O
Total energy = -2317.15014 Ha
Energy above the lowest of the compared OMol25 structures with the same formula, charge and spin = 1597.0 kJ/mol

Geometry as XYZ:
```
120
C36H72O12 the ωB97M-V functional and the def2-TZVPD basis
C 117.5790 23.1980 29.0600
C 119.0610 22.6260 29.4730
C 119.0260 21.1970 29.9510
O 120.1660 23.1880 29.3850
H 116.7510 22.4430 29.1510
H 117.5010 23.2240 27.9310
H 117.3330 24.1140 29.3350
H 119.9990 20.9200 30.2220
H 118.6410 20.4540 29.1500
H 118.4980 21.0610 30.8350
C 118.1960 29.5620 38.2480
C 116.7080 29.2950 37.8730
C 116.5610 28.9070 36.4010
O 115.7440 29.4990 38.5900
H 118.3740 29.2720 39.3240
H 118.6060 30.6710 38.1990
H 118.7940 28.8710 37.5780
H 115.5620 28.9550 36.0870
H 117.0320 27.9700 36.3880
H 116.9950 29.7160 35.7040
C 118.2490 32.4050 30.4290
C 119.6400 32.8470 30.5000
C 120.6950 31.9710 29.7410
O 119.9730 33.7280 31.3620
H 117.6710 32.9020 31.1400
H 118.2020 31.3770 30.5610
H 117.8920 32.6590 29.3820
H 121.6800 32.6110 29.7150
H 120.2940 31.7710 28.9400
H 120.8930 30.9380 30.2060
C 116.2690 27.8410 26.3700
C 116.8980 26.5690 26.7800
C 118.2060 26.0220 26.0780
O 116.3830 25.9280 27.7170
H 117.1730 28.5420 26.6630
H 115.2970 27.9360 27.0960
H 116.0700 27.6890 25.2680
H 117.9550 25.4620 25.2830
H 118.8730 25.1950 26.4070
H 118.9050 26.8010 26.0480
C 114.9490 25.4640 30.9520
C 113.5780 26.0050 30.7860
C 113.0150 26.1040 29.3360
O 112.9550 26.6180 31.6990
H 115.6640 26.3480 30.5620
H 115.1700 24.6670 30.2360
H 115.1640 25.1370 31.9890
H 112.1100 26.3060 29.3610
H 112.9570 25.1220 29.0430
H 113.5560 26.6740 28.6600
C 120.4990 28.8480 27.2240
C 121.7220 29.1310 26.4410
C 121.4510 29.7520 25.0930
O 122.8000 29.0660 27.0000
H 120.3360 29.4240 27.9090
H 120.5290 27.8670 27.5330
H 119.7740 28.7380 26.7110
H 121.3500 30.8750 24.9510
H 120.6120 29.1490 24.6760
H 122.1080 29.1970 24.5410
C 113.7710 32.7760 33.4200
C 114.4710 31.4950 33.0600
C 113.8660 30.2020 33.4540
O 115.4610 31.5250 32.3900
H 114.2310 33.5590 32.9830
H 113.6590 32.8540 34.5160
H 112.7490 32.8570 33.0290
H 114.6210 29.2720 33.3070
H 112.9110 29.9430 33.0580
H 113.6730 30.2770 34.4840
C 120.4530 26.3320 37.0060
C 120.6090 25.9290 35.5320
C 120.0240 26.9110 34.5020
O 121.3610 25.0480 35.1050
H 120.4010 27.3030 37.2270
H 121.2490 25.6650 37.5740
H 119.5350 26.1880 37.3260
H 119.0120 27.1480 34.7590
H 120.1590 26.4840 33.4960
H 120.3660 28.0360 34.2710
C 121.3380 30.5440 34.1660
C 120.0810 30.9330 35.0370
C 118.9740 31.6770 34.3290
O 119.9790 30.6690 36.1730
H 121.8890 31.3650 33.6820
H 121.0380 30.0810 33.2500
H 121.9730 29.8040 34.6400
H 118.6600 31.5510 33.5260
H 119.2730 32.8390 34.0420
H 118.0660 31.5880 35.0770
C 122.7620 26.5910 29.2370
C 123.0150 26.4080 30.7570
C 121.9900 25.6040 31.6500
O 124.0870 26.7670 31.2200
H 122.4170 25.5890 28.7840
H 123.6520 26.5400 28.6750
H 121.9690 27.1840 29.1910
H 122.2820 24.4970 31.9120
H 120.9750 25.5100 31.3400
H 122.0470 26.1510 32.5980
C 117.1690 28.5850 32.0230
C 118.5170 28.2400 31.4610
C 118.4300 27.2110 30.3980
O 119.6150 28.6690 31.7920
H 117.3780 29.2940 32.8680
H 116.9090 27.7570 32.6410
H 116.7170 29.1110 31.3230
H 118.0260 26.3620 30.7440
H 119.4310 27.1610 29.9260
H 117.6070 27.3900 29.4190
C 119.5050 22.7020 33.1570
C 118.4490 23.6650 33.7530
C 117.9300 23.3580 35.1100
O 117.9470 24.6030 33.1140
H 119.1840 21.8160 32.5410
H 120.2060 22.6770 33.9230
H 119.9250 23.2690 32.3660
H 116.9690 23.7830 35.3750
H 118.5720 23.8180 35.9760
H 117.7610 22.1880 35.3160
```

Atomic partial charges in e from the Mulliken method, atoms 1 to 6: number 1, C, carries -0.53; number 2, C, carries 1.02; number 3, C, carries -1.57; number 4, O, carries -0.56; number 5, H, carries 0.40; number 6, H, carries 0.35

Entry 2:
Below is a 9-piece molecular cluster, C36H72O18S8 overall in a non-equilibrium geometry, with properties calculated with the ωB97M-V functional and the def2-TZVPD basis.

Max |F| = 3.70 eV/Å
LUMO = 0.10 eV
E_HOMO = -10.08 eV
Structure (SMILES) = O=S1(=O)CCCC1.O=S1(=O)CCCC1.O=S1(=O)CCCC1.O=S1(=O)CCCC1.O=S1(=O)CCCC1.O=S1(=O)CCCC1.O=S1(=O)CCCC1.O=S1(=O)CCCC1.CCOC(C)=O
Total energy = -5954.55381 Ha
Energy above the lowest of the compared OMol25 structures with the same formula, charge and spin = 162.1 kJ/mol

Geometry as XYZ:
```
134
C36H72O18S8 the ωB97M-V functional and the def2-TZVPD basis
O -3.6841 -4.1331 4.4508
S -2.3970 -3.4728 4.5205
O -1.5383 -3.3692 3.3610
C -2.7129 -1.7628 5.1225
C -2.0936 -1.6619 6.5959
C -0.9806 -2.7561 6.7625
C -1.4676 -4.0708 6.0316
H -3.7918 -1.6072 5.1190
H -2.2775 -1.0473 4.4250
H -1.4807 -0.7844 6.8015
H -2.8515 -1.7083 7.3779
H -0.6381 -2.9447 7.7799
H -0.1017 -2.3377 6.2719
H -2.1426 -4.5999 6.7043
H -0.6711 -4.7100 5.6506
O -1.3256 -3.2677 -2.4821
S -1.5104 -2.8161 -3.8767
O -1.1591 -3.6565 -5.0025
C -3.2230 -2.1972 -4.0841
C -3.1109 -0.8530 -4.8212
C -1.9228 -0.1000 -4.2441
C -0.7812 -1.1728 -4.1299
H -3.5041 -1.9978 -3.0501
H -3.8833 -2.9889 -4.4381
H -2.9024 -0.9756 -5.8840
H -4.0933 -0.3814 -4.7971
H -2.1569 0.3090 -3.2612
H -1.5150 0.6865 -4.8791
H -0.1438 -1.0530 -3.2539
H -0.2806 -1.3033 -5.0893
O 3.6087 -5.0655 2.7968
S 2.4386 -4.2300 2.4309
O 1.7752 -3.4504 3.5028
C 2.7467 -3.2318 0.9688
C 1.6912 -3.6681 -0.0940
C 0.5303 -4.4470 0.4274
C 1.0983 -5.2084 1.6855
H 3.7884 -3.3669 0.6777
H 2.5615 -2.1733 1.1515
H 1.3457 -2.8477 -0.7230
H 2.2423 -4.3273 -0.7648
H 0.1610 -5.1369 -0.3313
H -0.3583 -3.8724 0.6887
H 1.6455 -6.0736 1.3113
H 0.4638 -5.5064 2.5202
O -2.3513 6.7540 0.3419
S -1.2562 5.8250 0.2197
O -0.6341 5.5024 -1.0582
C 0.1027 6.2219 1.3542
C 0.6005 4.8544 1.8739
C -0.6264 3.9460 2.1108
C -1.7680 4.2707 1.1037
H -0.4657 6.8798 2.0116
H 0.8593 6.8144 0.8398
H 1.2714 4.4545 1.1137
H 1.1934 5.0148 2.7744
H -0.9369 4.2085 3.1221
H -0.5074 2.8688 2.2271
H -2.6938 4.4915 1.6350
H -1.9662 3.6720 0.2147
O 6.2116 -0.0838 -4.2698
S 5.4278 0.6035 -3.2258
O 5.6192 2.0301 -2.9845
C 3.5579 0.2496 -3.4130
C 3.1014 -0.5773 -2.2131
C 4.0536 -0.3060 -1.0884
C 5.5349 -0.4158 -1.7231
H 3.3695 -0.1237 -4.4196
H 3.1291 1.2506 -3.3657
H 2.0687 -0.3369 -1.9605
H 3.1296 -1.6361 -2.4704
H 4.0255 -1.0537 -0.2957
H 3.8972 0.7396 -0.8233
H 5.8351 -1.3798 -2.1337
H 6.3539 -0.0674 -1.0938
O 0.8615 0.0054 5.1738
S 1.7757 0.9595 4.6014
O 1.4596 2.3331 4.3195
C 3.3544 0.8979 5.5687
C 4.4562 0.2413 4.6788
C 3.7856 -0.6024 3.5293
C 2.5758 0.1683 3.0182
H 3.0867 0.3381 6.4649
H 3.5308 1.9395 5.8370
H 5.1687 0.9545 4.2644
H 5.0042 -0.5435 5.2002
H 3.4284 -1.5641 3.8978
H 4.4665 -0.9597 2.7568
H 1.8203 -0.4429 2.5244
H 2.8340 1.0055 2.3698
O 1.5647 2.3037 -5.5549
S 1.4717 3.7724 -5.6357
O 2.5303 4.6869 -5.1912
C 0.9408 4.3344 -7.2907
C -0.5544 4.6205 -7.2475
C -0.8684 5.2748 -5.8978
C -0.1574 4.3236 -4.8666
H 1.3307 3.6840 -8.0737
H 1.3857 5.3238 -7.3964
H -0.7981 5.1806 -8.1503
H -1.0880 3.6710 -7.2887
H -1.9525 5.3425 -5.8061
H -0.5123 6.3041 -5.9394
H -0.7061 3.3885 -4.9790
H -0.0492 4.5717 -3.8108
O -6.9276 -1.1236 0.7943
S -5.7547 -1.4944 1.5678
O -5.6285 -1.2280 2.9827
C -5.3132 -3.3017 1.2217
C -4.0472 -3.2557 0.3115
C -4.0252 -1.8490 -0.3671
C -4.3127 -0.8233 0.6674
H -6.1656 -3.7918 0.7512
H -5.2121 -3.8098 2.1807
H -3.0908 -3.4226 0.8071
H -4.1283 -4.0909 -0.3842
H -4.6774 -1.7950 -1.2387
H -3.0443 -1.6238 -0.7856
H -4.3692 0.2082 0.3198
H -3.5184 -0.7436 1.4096
C 0.1746 2.0312 -1.9801
C 0.8231 1.9211 -0.6604
O 0.5148 0.5671 -0.1574
C -0.6962 0.2730 0.4905
C -0.8033 -1.1594 0.8211
O -1.5206 1.1172 0.7701
H 0.5773 2.8836 -2.5273
H -0.8669 2.2371 -1.7333
H 0.3166 1.1697 -2.6326
H 1.8911 2.1148 -0.7603
H 0.4422 2.7181 -0.0218
H 0.1099 -1.3583 1.3821
H -0.7745 -1.7691 -0.0819
H -1.6519 -1.4455 1.4425
```

Atomic partial charges in e from the Mulliken method, atoms 1 to 6: number 1, O, carries -0.69; number 2, S, carries 0.89; number 3, O, carries -0.34; number 4, C, carries -0.29; number 5, C, carries -0.78; number 6, C, carries -0.28

Entry 3:
Below is a 6-piece molecular cluster, C36H73N8O6P2S2 overall in a non-equilibrium geometry, with properties calculated with the ωB97M-V functional and the def2-TZVPD basis.

Max |F| = 9.96 eV/Å
Total charge = +1
LUMO = -5.69 eV
E_HOMO = -11.88 eV
Total energy = -3783.44132 Ha

Geometry as XYZ:
```
127
C36H73N8O6P2S2 the ωB97M-V functional and the def2-TZVPD basis
C 6.9413 -3.3857 0.8548
C 8.4893 -2.7981 0.6852
C 8.4021 -1.5698 -0.3977
C 7.6249 -0.2323 0.1627
C 8.1547 0.3076 1.6189
C 8.2014 1.9723 1.6572
C 7.0561 2.6270 2.6538
C 5.7887 3.2077 1.7814
C 4.4607 2.2327 1.7959
C 3.2889 2.9075 0.8119
N 2.6838 1.8541 -0.1366
C 1.7692 0.9177 0.3673
N 1.2563 -0.0855 -0.6265
C -0.2271 -0.0237 -0.8661
O -0.9940 -1.1567 -0.2549
C -2.4427 -0.9456 -0.4551
C -3.1616 -2.0511 -1.4322
P 1.8934 -1.7250 -0.4154
S 3.7740 -1.8196 0.1272
N 1.4236 1.0686 1.8211
C 1.7683 -0.1204 2.6735
P -0.1806 1.7514 2.1327
O -0.6158 2.9332 1.1646
O -1.4364 0.5006 2.2538
O -0.1211 2.4737 3.7548
S 3.1372 1.8201 -1.8571
C 1.6287 2.1177 -2.9899
O 3.8204 0.4764 -2.2695
O 4.1513 2.9460 -2.2337
H 6.9255 -4.3587 1.5341
H 6.3258 -2.5285 1.3652
H 6.4997 -3.6973 -0.2077
H 8.8057 -2.4327 1.7669
H 9.1388 -3.7193 0.3303
H 9.4871 -1.3453 -0.7996
H 7.7881 -1.9602 -1.3396
H 7.8489 0.6300 -0.6264
H 6.4550 -0.3396 0.2114
H 7.3864 -0.0080 2.4548
H 9.2012 -0.1413 1.9067
H 8.1890 2.4440 0.5612
H 9.2516 2.2848 2.1293
H 7.5400 3.5513 3.2044
H 6.6400 1.8624 3.4541
H 5.4542 4.2503 2.2053
H 6.0690 3.3628 0.6406
H 4.7460 1.1667 1.3436
H 3.9800 2.0869 2.8581
H 2.4499 3.4703 1.4449
H 3.8550 3.7685 0.2251
H -0.7156 1.0262 -0.6142
H -0.3877 -0.1604 -2.0412
H -2.9344 -1.0344 0.6278
H -2.7077 0.1602 -0.8159
H -2.4769 -2.9832 -1.6275
H -4.1215 -2.4429 -0.8449
H -3.5950 -1.5682 -2.4320
H 1.1521 -2.4506 0.6257
H 1.6085 -2.4614 -1.6483
H 1.5608 0.1426 3.8079
H 1.1699 -1.0923 2.4164
H 2.9370 -0.3141 2.5331
H -1.1542 -0.1430 2.9917
H -0.6391 1.8279 4.3533
H 1.2755 1.0924 -3.4792
H 1.9285 2.8076 -3.9078
H 0.7708 2.5930 -2.3486
C -3.5553 -6.7495 -5.4785
C -2.6899 -5.5719 -5.0489
C -2.5303 -5.4673 -3.5324
C -3.8092 -5.2052 -2.8536
N -4.8192 -5.0044 -2.3209
H -4.5768 -6.6576 -5.0992
H -3.6098 -6.7983 -6.5712
H -3.1377 -7.6948 -5.1175
H -3.1193 -4.6449 -5.4485
H -1.6973 -5.6848 -5.4999
H -1.8309 -4.6534 -3.3061
H -2.0828 -6.3881 -3.1402
C -0.8013 -1.5203 -5.2142
C -1.5258 -0.6763 -6.2549
C -3.0298 -0.5740 -6.0021
C -3.7027 -1.8784 -6.1047
N -4.2295 -2.9083 -6.1806
H -1.1533 -2.5556 -5.2200
H 0.2738 -1.5337 -5.4218
H -0.9472 -1.1127 -4.2087
H -1.3378 -1.0941 -7.2516
H -1.0982 0.3329 -6.2455
H -3.4655 0.1133 -6.7373
H -3.2127 -0.1377 -5.0130
C -7.0571 -4.6177 0.3505
C -7.7413 -3.3226 -0.0678
C -8.5160 -2.6593 1.0707
C -9.6355 -3.4898 1.5417
N -10.5135 -4.1486 1.9146
H -7.7828 -5.3721 0.6669
H -6.4908 -5.0332 -0.4896
H -6.3597 -4.4434 1.1761
H -8.4111 -3.5258 -0.9124
H -6.9769 -2.6239 -0.4268
H -8.9066 -1.6970 0.7184
H -7.8386 -2.4403 1.9046
C 3.3578 7.1226 5.3879
C 4.0585 8.1449 4.5025
C 4.7382 7.5179 3.2854
C 5.8272 6.6038 3.6639
N 6.6811 5.8798 3.9651
H 4.0651 6.4018 5.8075
H 2.8608 7.6257 6.2240
H 2.5982 6.5714 4.8243
H 4.7923 8.6976 5.1020
H 3.3165 8.8728 4.1547
H 5.1446 8.3189 2.6561
H 3.9975 6.9833 2.6790
C -10.7422 1.3234 3.4444
C -10.0415 2.3458 2.5590
C -9.3618 1.7188 1.3419
C -8.2728 0.8047 1.7204
N -7.4189 0.0806 2.0216
H -10.0349 0.6027 3.8640
H -11.2392 1.8266 4.2805
H -11.5018 0.7723 2.8808
H -9.3077 2.8985 3.1585
H -10.7835 3.0737 2.2112
H -8.9554 2.5198 0.7127
H -10.1025 1.1842 0.7355
```

Atomic partial charges in e from the Mulliken method, atoms 1 to 6: number 1, C, carries -0.63; number 2, C, carries -0.40; number 3, C, carries -0.77; number 4, C, carries 0.16; number 5, C, carries -0.44; number 6, C, carries -0.67

> Which of these has the lowest total energy?

C36H72O18S8